*a*
Density functional theory data (wB97M-V/def2-TZVPD) for one molecule with the formula C4H7NOS.

As for the SMILES: C=N/C=C\CSO. As for the multiplicity: 1. For the HOMO energy, the calculation gives -8.06 eV. Its frontier orbital gap is 8.86 eV.

```
14
C4H7NOS | the Open Molecules 2025 dataset | wB97M-V/def2-TZVPD
H 1.765 1.887 -1.125
C 0.010 -1.486 -0.318
O 1.602 1.459 -0.240
C 1.053 -1.005 0.678
C -0.874 -0.607 -0.828
H 1.429 -1.817 1.221
H 0.694 -0.185 1.292
H 0.105 -2.289 -0.919
H -1.634 -0.638 -1.572
H -2.411 0.604 1.033
H -1.611 2.179 0.771
N -0.937 0.711 -0.449
C -1.660 1.147 0.495
S 2.469 0.039 -0.040
```


*b*
Density functional theory data (wB97M-V/def2-TZVPD) for one molecule with the formula C4H7NOS.

As for the SMILES: N[C@H]1C[C@H]1OC=S. As for the multiplicity: 1. For the HOMO energy, the calculation gives -8.86 eV. Its frontier orbital gap is 9.36 eV.

```
14
C4H7NOS | the Open Molecules 2025 dataset | wB97M-V/def2-TZVPD
O 0.086 0.999 0.892
H 0.754 1.416 2.717
H -1.728 0.244 0.214
N 1.205 0.302 -1.524
C -0.043 0.870 2.215
C -0.104 -0.159 -1.264
H 0.735 -1.568 0.193
S -1.189 0.010 2.995
H -1.005 -1.922 -0.304
H 1.791 -0.206 -2.174
C -0.664 0.119 0.146
H -0.872 -0.182 -2.065
C -0.175 -1.193 -0.217
H 1.208 1.271 -1.822
```


*c*
Density functional theory data (wB97M-V/def2-TZVPD) for a 2-piece molecular cluster, C4H7NOS overall.

As for the multiplicity: 1. For the HOMO energy, the calculation gives -8.93 eV. Its frontier orbital gap is 7.53 eV.

```
14
C4H7NOS | the Open Molecules 2025 dataset | wB97M-V/def2-TZVPD
H -1.858 -0.090 0.555
H -0.407 0.949 1.028
H 0.020 0.999 -1.511
C -1.030 0.777 -1.085
C 0.056 -0.895 0.360
H 1.462 -2.198 -0.302
H -0.090 -0.847 2.428
N 3.040 1.543 0.219
C -0.916 0.235 0.309
O 0.297 -1.390 1.653
C 2.082 0.885 0.258
S 0.584 -1.774 -1.060
H -1.666 1.673 -1.043
H -1.575 0.133 -1.809
```


*d*
Density functional theory data (wB97M-V/def2-TZVPD) for one molecule with the formula C4H7NOS.

As for the SMILES: C[C@H](C=S)NC=O. As for the multiplicity: 1. For the HOMO energy, the calculation gives -9.41 eV. Its frontier orbital gap is 8.83 eV.

```
14
C4H7NOS | the Open Molecules 2025 dataset | wB97M-V/def2-TZVPD
H -1.958 -0.090 -1.532
H -2.287 -0.524 0.024
C 0.391 -1.351 0.559
H 0.215 -2.405 0.323
N 0.091 0.916 -0.142
H 0.420 -0.630 -1.401
H 0.392 1.138 0.802
H -0.018 2.895 -0.534
C -0.116 -0.453 -0.456
C -0.081 1.905 -1.028
H -1.709 -1.705 -1.118
O -0.305 1.789 -2.235
S 0.939 -0.989 2.028
C -1.572 -0.697 -0.766
```


So which one is most stable? That would be *d*, about 0.0499 hartree below the next structure.


*a*
Density functional theory data (wB97M-V/def2-TZVPD) for one molecule with the formula C4H7NOS.

As for the SMILES: C[C@@]1(O)N=CCS1. As for the multiplicity: 1. For the HOMO energy, the calculation gives -8.31 eV. Its frontier orbital gap is 8.98 eV.

```
14
C4H7NOS | the Open Molecules 2025 dataset | wB97M-V/def2-TZVPD
C -0.900 1.286 0.467
S -1.085 -1.246 -0.001
H 0.839 -0.020 -1.751
H 1.318 -1.715 1.759
N 0.345 1.038 0.605
H -1.262 2.231 0.804
H -1.954 0.495 -1.132
H 2.322 0.077 -0.981
C -1.805 0.324 -0.061
H -2.895 0.427 0.347
C 0.810 -0.245 0.446
C 1.401 -0.379 -0.938
H 1.470 -1.505 -1.101
O 1.395 -0.768 1.537
```


*b*
Density functional theory data (wB97M-V/def2-TZVPD) for one molecule with the formula C4H7NOS.

As for the SMILES: N/C(=C\C=S)CO. As for the multiplicity: 1. For the HOMO energy, the calculation gives -8.52 eV. Its frontier orbital gap is 7.77 eV.

```
14
C4H7NOS | the Open Molecules 2025 dataset | wB97M-V/def2-TZVPD
H -1.454 -1.936 0.000
H 1.209 -0.282 2.518
C -1.021 -1.722 -0.926
H -0.529 -2.732 -1.277
H 0.583 1.254 -1.164
C 0.758 0.315 1.640
C 0.095 -0.686 0.852
C -0.299 -0.590 -0.366
H -0.247 -1.583 1.464
N 0.140 0.310 -1.374
H -2.567 -0.526 -1.247
H -0.559 0.235 -2.164
S 1.332 1.876 1.182
O -1.989 -1.315 -1.829
```


So which one is most stable? That would be *a*, about 0.0454 hartree below the next structure.


*a*
Density functional theory data (wB97M-V/def2-TZVPD) for a 4-piece molecular cluster, C4H13NO3 overall.

As for the SMILES: C=CC(=C)N.O.O.O. As for the multiplicity: 1. For the HOMO energy, the calculation gives -8.54 eV. Its frontier orbital gap is 8.92 eV.

```
21
C4H13NO3 | the Open Molecules 2025 dataset | wB97M-V/def2-TZVPD
C 0.543 -0.386 1.139
O -1.395 -2.087 -0.846
C -0.205 1.830 0.363
H -0.443 0.285 -2.026
H 1.495 -0.532 3.072
C 1.261 0.016 2.190
N 0.223 0.001 -1.225
H 0.198 -1.395 0.991
H -0.534 2.695 -0.269
H -2.195 -0.001 0.819
H 1.689 1.026 2.161
O 3.057 1.097 -1.385
H 0.044 -1.047 -1.138
H 2.570 1.903 -1.067
O -2.797 -0.648 0.440
H -3.775 -0.174 0.553
H -1.091 -2.792 -1.434
H -0.176 2.462 1.195
C 0.028 0.548 0.065
H -2.355 -1.844 -1.072
H 2.330 0.465 -1.415
```


*b*
Density functional theory data (wB97M-V/def2-TZVPD) for a 3-piece molecular cluster, C4H13NO3 overall.

As for the multiplicity: 1. For the HOMO energy, the calculation gives -7.97 eV. Its frontier orbital gap is 4.40 eV.

```
21
C4H13NO3 | the Open Molecules 2025 dataset | wB97M-V/def2-TZVPD
C -0.448 -0.524 1.323
H 1.396 0.310 -0.960
O -0.023 2.015 -1.181
O -2.526 -1.616 0.950
H 1.497 2.565 -1.364
N 0.603 0.339 0.933
H -2.877 -2.328 0.404
H -0.618 -2.353 -1.477
H -1.187 -0.006 1.932
C 1.583 -0.259 -0.039
C -0.740 -2.352 -0.395
O 2.476 2.655 -1.162
H 0.277 1.189 0.462
H 0.001 -1.389 1.861
H 2.829 3.374 -1.689
H 1.401 -1.329 -0.103
H -0.778 2.587 -1.350
C -1.328 -1.191 0.210
H -0.858 -3.244 0.193
H -1.682 -0.379 -0.442
H 2.532 0.013 0.396
```


So which one is most stable? That would be *a*, about 0.1290 hartree below the next structure.


*a*
Density functional theory data (wB97M-V/def2-TZVPD) for a 4-piece molecular cluster, C4H13NO3 overall.

As for the SMILES: C=NC(=C)C.O.O.O. As for the multiplicity: 1. For the HOMO energy, the calculation gives -8.00 eV. Its frontier orbital gap is 7.73 eV.

```
21
C4H13NO3 | the Open Molecules 2025 dataset | wB97M-V/def2-TZVPD
H 0.275 -0.425 1.418
O -4.539 -0.890 -1.352
C 1.799 0.409 -0.118
H -4.523 0.033 -1.623
O -1.699 -1.141 -0.431
H 3.088 -0.168 1.548
H -1.798 -1.389 0.504
H 2.403 1.508 1.539
H 1.325 -1.589 -0.881
O 0.548 -0.866 2.223
H -0.618 2.023 -1.446
N 0.704 1.086 -0.263
H 0.054 -1.696 2.258
H 1.457 -0.250 -2.132
H -1.009 1.936 0.343
H -3.695 -0.994 -0.892
H -1.368 -0.218 -0.434
C 2.810 0.698 0.934
C 1.608 -0.563 -1.121
C -0.530 1.446 -0.515
H 3.708 1.051 0.439
```


*b*
Density functional theory data (wB97M-V/def2-TZVPD) for a 2-piece molecular cluster, C4H13NO3 overall.

As for the SMILES: OCCCNCO.O. As for the multiplicity: 1. For the HOMO energy, the calculation gives -9.16 eV. Its frontier orbital gap is 9.83 eV.

```
21
C4H13NO3 | the Open Molecules 2025 dataset | wB97M-V/def2-TZVPD
O 2.531 -0.680 0.321
H -2.907 2.628 -0.172
C -1.884 1.589 1.202
H -1.891 2.277 2.058
C -0.506 1.507 0.572
O 0.613 -3.853 -1.201
H -2.174 0.624 1.663
H 0.375 1.732 1.176
H 0.206 -0.493 1.158
H 2.523 0.911 -0.851
H 2.406 -0.766 -1.692
H -0.532 2.029 -0.370
C -0.149 -0.025 0.238
C 2.092 -0.105 -0.880
O -2.954 1.782 0.288
H 0.341 -3.104 -0.660
N 0.610 -0.128 -0.991
H -0.220 -4.210 -1.533
H -1.108 -0.560 0.109
H 0.366 -0.955 -1.539
H 2.261 -0.202 1.104
```


So which one is most stable? That would be *b*, about 0.1082 hartree below the next structure.


*a*
Density functional theory data (wB97M-V/def2-TZVPD) for a 2-piece molecular cluster, C4H13NO3 overall.

As for the SMILES: N[C@@H](CO)CCO.O. As for the multiplicity: 1. For the HOMO energy, the calculation gives -9.37 eV. Its frontier orbital gap is 10.15 eV.

```
21
C4H13NO3 | the Open Molecules 2025 dataset | wB97M-V/def2-TZVPD
H 3.258 -4.272 2.449
H -0.193 3.137 -1.496
C -0.550 1.184 -0.439
H 1.352 0.000 -0.426
H -1.050 -1.599 -1.036
H 0.674 2.256 0.721
H -0.663 1.921 1.461
H -0.031 -0.528 1.597
C -0.976 2.403 -1.434
N -0.042 1.543 0.907
H 0.425 0.034 -1.990
H -1.469 0.653 -0.202
H 3.717 -4.729 1.162
H -1.071 2.175 -2.437
C 0.379 0.132 -0.974
C -0.119 -1.304 -0.390
O 3.013 -4.926 1.743
O -0.230 -1.274 1.017
H 0.615 -1.961 -0.637
H -2.183 3.877 -0.878
O -2.219 2.918 -0.912
```


*b*
Density functional theory data (wB97M-V/def2-TZVPD) for C4H13NO3 as an isolated structure.

As for the multiplicity: 1. For the HOMO energy, the calculation gives -9.55 eV. Its frontier orbital gap is 5.50 eV.

```
21
C4H13NO3 | the Open Molecules 2025 dataset | wB97M-V/def2-TZVPD
H 0.157 2.909 0.497
H 0.360 0.694 0.486
C 0.430 0.408 -0.663
O -2.016 -0.296 -2.211
H -2.659 -0.022 -2.862
C 1.119 -2.204 1.353
C 0.159 -1.054 -0.617
O -0.387 1.143 -1.349
H -1.401 0.521 -1.718
H 1.657 -2.637 -0.570
H -0.213 -1.314 -1.654
H 1.729 -3.033 1.724
H 0.591 -1.548 2.005
N 0.356 2.740 1.461
H -0.867 -1.232 -0.218
C 1.056 -2.006 0.062
H 0.055 3.490 1.997
H -1.206 0.142 2.072
H 1.507 0.621 -0.913
O -0.279 0.162 1.838
H 0.208 1.772 1.786
```


So which one is most stable? That would be *a*, about 0.1916 hartree below the next structure.


*a*
Density functional theory data (wB97M-V/def2-TZVPD) for one molecule with the formula C6H6O.

As for the SMILES: C#CC(C#C)CO. As for the multiplicity: 1. For the HOMO energy, the calculation gives -10.07 eV. Its frontier orbital gap is 11.00 eV.

```
13
C6H6O | the Open Molecules 2025 dataset | wB97M-V/def2-TZVPD
H -2.095 0.689 2.763
H -1.683 -1.626 0.013
C 1.244 0.989 -0.293
H 0.651 -1.623 0.043
H 3.332 1.878 -0.185
O -1.236 -1.733 -0.840
C -0.088 0.372 -0.382
C 2.353 1.453 -0.241
H 0.526 -1.242 -1.689
C 0.028 -1.136 -0.722
C -1.520 0.598 1.867
H -0.653 0.847 -1.196
C -0.859 0.535 0.863
```


*b*
Density functional theory data (wB97M-V/def2-TZVPD) for one molecule with the formula C6H6O.

As for the SMILES: C#CC[C@H](O)C#C. As for the multiplicity: 1. For the HOMO energy, the calculation gives -10.02 eV. Its frontier orbital gap is 10.93 eV.

```
13
C6H6O | the Open Molecules 2025 dataset | wB97M-V/def2-TZVPD
C 0.388 -0.976 0.495
H -1.724 -1.098 0.163
C -1.217 1.594 -1.536
O -0.002 -1.280 1.822
C 1.297 0.182 0.460
H -0.281 -0.456 2.242
C -1.061 0.517 -1.023
C 2.011 1.151 0.466
C -0.855 -0.810 -0.440
H -0.792 -1.538 -1.255
H 2.628 2.023 0.437
H 0.937 -1.862 0.160
H -1.330 2.553 -1.992
```


*c*
Density functional theory data (wB97M-V/def2-TZVPD) for one molecule with the formula C6H6O.

As for the SMILES: Oc1ccccc1. As for the multiplicity: 1. For the HOMO energy, the calculation gives -8.67 eV. Its frontier orbital gap is 9.33 eV.

```
13
C6H6O | the Open Molecules 2025 dataset | wB97M-V/def2-TZVPD
H 1.397 1.186 -1.391
H -1.683 -1.713 -1.343
O 1.612 1.476 1.233
C 0.667 0.723 0.558
H -2.435 -0.280 0.754
C -1.014 -1.053 -0.799
H 0.539 -0.908 -2.363
H -0.402 0.104 2.279
H 2.174 0.870 1.726
C 0.746 0.503 -0.830
C -1.440 -0.358 0.342
C -0.409 0.117 1.188
C 0.248 -0.666 -1.355
```


So which one is most stable? That would be *c*, about 0.0786 hartree below the next structure.


*a*
Density functional theory data (wB97M-V/def2-TZVPD) for C6H6O as an isolated structure.

As for the multiplicity: 1. For the HOMO energy, the calculation gives -7.81 eV. Its frontier orbital gap is 8.37 eV.

```
13
C6H6O | the Open Molecules 2025 dataset | wB97M-V/def2-TZVPD
C -1.336 -1.749 -0.971
H -0.532 -0.782 -1.491
H 1.508 0.062 1.438
O 1.976 -1.008 -0.287
C -1.247 2.535 0.659
H -1.708 3.439 0.985
H 1.939 0.987 -0.008
C -0.738 1.489 0.340
C -0.091 0.261 0.058
C -0.818 -0.835 -0.244
H 1.530 -1.800 0.040
H -1.875 -2.706 -0.864
C 1.392 0.108 0.346
```


*b*
Density functional theory data (wB97M-V/def2-TZVPD) for one molecule with the formula C6H6O.

As for the SMILES: OC=C=CC1=CC1. As for the multiplicity: 1. For the HOMO energy, the calculation gives -8.80 eV. Its frontier orbital gap is 9.34 eV.

```
13
C6H6O | the Open Molecules 2025 dataset | wB97M-V/def2-TZVPD
C -1.147 -0.208 -1.593
H -0.238 -0.591 2.946
C 1.118 -1.126 1.723
H -1.300 2.087 -2.486
H -0.752 -0.958 -2.284
C 1.023 -0.097 0.920
H 1.813 -1.941 1.547
O 0.399 -1.315 2.868
H 1.357 1.824 0.141
C -0.206 0.767 -0.957
C 0.802 0.888 0.076
C -0.964 1.252 -1.891
H -2.030 -0.550 -1.042
```


So which one is most stable? That would be *b*, about 0.1006 hartree below the next structure.